This record from OMol25 describes 2 unconnected molecules or ions with the total composition C4H6Cl3O3P at a distorted geometry. The level of theory is ωB97M-V/def2-TZVPD.

Structure (ORCA input):
```
! wB97M-V def2-TZVPD RIJCOSX def2/J DEFGRID3
* xyz -2 1
C 1.1030 -0.0624 0.5618
C -0.3746 -0.5354 0.6244
C -1.2297 0.7120 -1.9721
C -1.0172 -1.0144 -0.6493
O -2.2775 -1.2046 -0.6312
O -3.2762 1.2560 -0.2071
O -3.9791 0.2054 -2.4456
P -2.9818 0.3755 -1.3380
Cl 7.2275 -5.4226 6.3920
Cl -0.5973 2.3052 -1.5560
Cl 0.0035 -2.1025 -1.5231
H 1.6342 -0.9093 0.2793
H 1.3839 0.3122 1.4196
H 1.1464 0.6242 -0.1551
H -0.4744 -1.2760 1.3163
H -0.8158 0.3502 1.1100
H -1.0625 0.3376 -2.9280
*
```

**LUMO energy**: 4.48 eV
**Frontier orbital gap**: 6.786 eV

This record from OMol25 describes a molecular structure, C7H6O6SSm at a distorted geometry. The level of theory is ωB97M-V/def2-TZVPD.

Structure (ORCA input):
```
! wB97M-V def2-TZVPD RIJCOSX def2/J DEFGRID3
* xyz 3 6
O -0.0130 3.7410 -0.1404
C 0.0206 2.5930 -0.1072
Sm 0.0771 0.0120 0.1309
O -0.0187 0.0002 -3.6959
C 0.0058 -0.0036 -2.5470
C 0.0156 -2.5248 -0.0901
O -0.0243 -3.6744 -0.1135
C -2.4538 -0.0029 -0.0768
O -3.6050 -0.0016 -0.0664
C 2.6026 -0.0039 -0.0947
O 3.7520 -0.0029 -0.1527
C -0.0472 -1.5305 4.4098
S -1.0629 -0.4411 3.4142
C -1.0892 1.0291 4.4364
O -0.0357 -0.0077 2.2884
H -0.5999 -1.7690 5.3262
H 0.9024 -1.0337 4.6361
H 0.1325 -2.4405 3.8233
H -0.0616 1.3212 4.6776
H -1.5816 1.8236 3.8606
H -1.6617 0.8035 5.3436
*
```

**LUMO energy (alpha / beta)**: -14.44 / -13.46 eV
**Frontier orbital gap (alpha / beta)**: 7.262 / 8.269 eV
**<S²>**: 8.76

This record from OMol25 describes 4 unconnected molecules or ions with the total composition C6H19NO3 at a distorted geometry. The level of theory is ωB97M-V/def2-TZVPD.

Structure (ORCA input):
```
! wB97M-V def2-TZVPD RIJCOSX def2/J DEFGRID3
* xyz 1 2
C -1.1158 -0.9114 -1.0997
C -0.3478 -0.9998 0.2774
C -0.2619 0.2192 1.0833
C 0.5268 0.3287 2.1908
C -1.1757 1.4435 0.8822
C -0.4029 2.6712 0.4873
N -0.2144 -0.8017 -2.2488
H -1.8414 -0.0838 -1.0586
H -1.7542 -1.7997 -1.2969
H -0.9281 -1.7307 0.8751
H 0.6304 -1.5064 0.1471
H 1.2183 -0.5275 2.3060
H 0.5299 1.0952 2.9546
H -1.8509 1.5908 1.7771
H -2.1150 1.1891 0.3439
H -0.4804 2.8108 -0.5929
H -0.6914 3.6308 0.9464
H 0.6241 2.5977 0.8219
H 0.6401 -1.2897 -1.9206
H 0.1814 0.1452 -2.2527
H 2.9184 -3.2302 -0.6622
H 1.5679 -3.5791 -1.2711
O 2.3968 -3.9682 -0.9748
H 4.0252 -1.3480 -0.1214
H 4.3465 -1.0572 1.4201
O 4.2844 -0.6956 0.5343
H -2.8879 1.7310 -1.5230
H -4.0178 2.4421 -0.7748
O -3.8045 1.6338 -1.2499
*
```

**LUMO energy (alpha / beta)**: -4.71 / -8.58 eV
**Frontier orbital gap (alpha / beta)**: 9.379 / 5.319 eV
**<S²>**: 0.75

This record from OMol25 describes 2 unconnected molecules or ions with the total composition C3H11N3O at a distorted geometry. The level of theory is ωB97M-V/def2-TZVPD.

Structure (ORCA input):
```
! wB97M-V def2-TZVPD RIJCOSX def2/J DEFGRID3
* xyz 0 1
H -0.4829 -0.7380 -2.5184
N -0.6826 -1.5194 -1.8572
N 0.1509 -1.6612 -0.9829
C 1.3165 -0.8271 -0.8800
O 1.5050 0.1162 -1.8871
H 2.1702 -1.5166 -0.8260
H 1.1564 -0.1792 0.0719
H 1.6090 0.1018 -2.8412
C -0.1357 1.5536 0.7665
C -1.3060 0.5136 1.3537
N -0.8937 -0.8090 1.6539
H 0.1858 1.4799 -0.2706
H 0.6280 1.6753 1.5329
H -0.6614 2.5070 0.7176
H -2.0988 0.4918 0.6094
H -1.6773 0.9920 2.2630
H -0.0959 -0.8230 2.2789
H -0.6873 -1.3579 0.8157
*
```

**LUMO energy**: 0.53 eV
**Frontier orbital gap**: 9.227 eV
**SMILES**: [H]/N=N\CO.CCN

This record from OMol25 describes a single C2H5NO2 molecule at a distorted geometry. The level of theory is ωB97M-V/def2-TZVPD.

Structure (ORCA input):
```
! wB97M-V def2-TZVPD RIJCOSX def2/J DEFGRID3
* xyz 0 1
N -1.5301 -0.1656 -0.3763
C -0.3479 -0.1088 0.5085
C 0.9055 0.0021 -0.3917
O 0.7255 -0.1227 -1.4744
O 2.2284 0.3951 0.0173
H -1.5422 0.4486 -1.1640
H -1.5948 -1.2157 -0.4118
H -0.3951 0.7663 1.2919
H -0.3638 -0.8315 1.2043
H 1.9144 0.8324 0.7963
*
```

**LUMO energy**: 0.66 eV
**Frontier orbital gap**: 10.352 eV
**SMILES**: NCC(=O)O

This record from OMol25 describes a gas-phase ion, C4H8N7O2 (charge +1) at a distorted geometry. The level of theory is ωB97M-V/def2-TZVPD.

Structure (ORCA input):
```
! wB97M-V def2-TZVPD RIJCOSX def2/J DEFGRID3
* xyz 1 1
C -1.8232 1.4322 1.1364
N -1.2318 1.1862 -0.1741
C -1.6670 -0.2346 -0.5720
N -0.6605 -1.1435 -0.0288
N -0.5092 -2.2549 -0.7215
N 0.1641 1.3012 -0.1426
C 0.8050 0.2966 -0.0632
N 2.0022 -0.1463 -0.0092
C 2.3455 -1.3679 0.5576
N 2.5489 -2.4305 0.9446
N 3.2495 0.8908 -0.2165
O 4.1951 0.2428 -0.1191
O 2.8967 1.9671 -0.3799
H -2.8355 1.6842 1.0486
H -1.7533 0.4822 1.7934
H -1.4540 2.1718 1.7702
H -1.5009 2.0050 -0.7378
H -1.6635 -0.2765 -1.6983
H -2.5659 -0.5956 -0.1821
H -0.4911 -2.0583 -1.6815
H -0.0511 -3.1519 -0.5241
*
```

**LUMO energy (alpha / beta)**: -4.33 / -4.33 eV
**Frontier orbital gap (alpha / beta)**: 8.025 / 8.025 eV
**SMILES**: C[N@H+](CN=[NH2+])N=C=[N+](C#N)N([O-])[O-]

This record from OMol25 describes 2 unconnected molecules or ions with the total composition C2H11N3O. The level of theory is ωB97M-V/def2-TZVPD.

Structure (ORCA input):
```
! wB97M-V def2-TZVPD RIJCOSX def2/J DEFGRID3
* xyz 0 1
N -1.3119 0.9007 -0.2689
C -2.5732 0.7440 0.4314
N -3.3813 -0.3947 -0.0293
H -0.7117 0.0987 -0.0993
H -1.4761 0.8524 -1.2699
H -2.3572 0.5944 1.4841
H -3.1192 1.6796 0.2934
H -4.0512 -0.6363 0.6940
H -3.9298 -0.1439 -0.8484
N 3.5257 -0.5739 0.6508
C 2.8195 -0.7547 -0.5655
O 1.7111 0.1363 -0.7449
H 3.2821 -1.1666 1.4212
H 3.9388 0.3173 0.8660
H 3.4778 -0.6414 -1.4293
H 2.4125 -1.7666 -0.5765
H 1.7440 0.7547 -0.0088
*
```

**LUMO energy**: 1.02 eV
**Frontier orbital gap**: 10.358 eV
**SMILES**: NCN.NCO

This record from OMol25 describes a molecular structure, C57H43AsBrF9N12O6PRbSSe at a distorted geometry. The level of theory is ωB97M-V/def2-TZVPD.

Structure (ORCA input):
```
! wB97M-V def2-TZVPD RIJCOSX def2/J DEFGRID3
* xyz -2 1
Rb -0.7636 -0.0107 1.2373
O -4.6444 -2.9734 0.5577
As -3.1144 -2.2239 0.0805
O -4.0346 -1.2902 -1.4099
O -3.0022 -0.9798 1.1013
C -2.5666 -3.7370 -1.0603
C -3.4372 -4.3220 -1.9588
C -3.0143 -5.4706 -2.6213
C -1.7646 -6.0163 -2.3542
C -0.9235 -5.4234 -1.4160
C -1.3321 -4.2702 -0.7733
S -0.5424 -3.2241 0.5973
O -1.8148 -3.3512 1.4422
O 0.3356 -1.9594 2.2090
O -0.6290 -1.9581 -0.2104
H -4.8890 -2.4346 1.3280
H -4.4172 -3.8978 -2.1388
H -3.6631 -5.9403 -3.3511
H -1.4468 -6.9132 -2.8730
H 0.0374 -5.8700 -1.1832
N -3.6544 2.1153 1.7291
C -3.9808 2.3476 0.4345
N -4.5700 3.5227 0.1489
C -4.8978 3.6622 -1.1310
N -5.4759 4.8639 -1.4791
N -4.7080 2.7838 -2.1066
C -4.1056 1.6351 -1.7113
N -3.7428 1.3806 -0.4560
C -3.7869 0.6814 -2.7492
C -3.7163 1.0944 -4.0856
C -3.2181 0.2929 -5.0788
C -2.7107 -0.9852 -4.7131
C -2.8678 -1.4183 -3.4358
N -3.4695 -0.6610 -2.4777
H -3.3413 2.9211 2.2601
H -3.1430 1.2584 1.8612
H -5.8186 5.3919 -0.6943
H -6.0534 4.8435 -2.3010
H -4.0470 2.1049 -4.2833
H -3.1763 0.6238 -6.1071
H -2.2171 -1.6211 -5.4357
H -2.5806 -2.4076 -3.1218
C -0.0831 -3.3716 4.0717
N 0.8324 -2.5184 3.2953
C 2.0457 -2.2724 3.7062
C 2.9652 -1.3574 3.1564
C 4.3129 -1.2208 3.5857
C 4.8433 -0.1729 2.8571
C 3.7905 0.2849 2.0304
N 2.6742 -0.4170 2.1919
C -0.7602 -2.6357 5.1994
C -1.7390 -1.6862 4.9192
C -2.3329 -0.9687 5.9449
C -1.9715 -1.2058 7.2641
C -1.0287 -2.1810 7.5543
C -0.4217 -2.8863 6.5244
H 0.4720 -4.2293 4.4563
H -0.8377 -3.7107 3.3679
H 2.3551 -2.8349 4.5800
H 4.8114 -1.8210 4.3353
H 5.8462 0.2262 2.9007
H 3.8275 1.1187 1.3377
H -2.0424 -1.5223 3.8906
H -3.0734 -0.2136 5.7144
H -2.4238 -0.6346 8.0653
H -0.7597 -2.3929 8.5825
H 0.3211 -3.6431 6.7550
F 0.5613 1.0814 -8.0830
C 0.7000 2.0621 -7.1542
F 1.8166 2.7487 -7.5120
F -0.3373 2.9062 -7.3252
C 0.7860 1.5161 -5.7732
C 0.0171 2.0393 -4.7463
C 0.1117 1.4942 -3.4759
C 0.9863 0.4502 -3.2039
C 1.7791 -0.0465 -4.2468
C 1.6649 0.4635 -5.5215
P 1.2221 0.0196 -1.4183
C 1.8076 -1.7159 -1.5202
C 2.6305 -2.2014 -0.5035
C 3.0977 -3.5032 -0.5416
C 2.7304 -4.3372 -1.5900
C 1.8442 -3.8916 -2.5622
C 1.3749 -2.5913 -2.5142
C 3.3192 -5.7020 -1.7000
F 4.5010 -5.6882 -2.3787
F 3.5848 -6.2610 -0.5005
F 2.5190 -6.5676 -2.3654
C 2.8489 0.9211 -1.4202
C 2.7752 2.3069 -1.2806
C 3.9058 3.1013 -1.3314
C 5.1439 2.5091 -1.5373
C 5.2391 1.1307 -1.6860
C 4.1023 0.3460 -1.6295
C 6.3909 3.3223 -1.6151
F 6.1652 4.6472 -1.5207
F 7.2762 3.0069 -0.6399
F 7.0502 3.1241 -2.7887
H -0.6552 2.8615 -4.9451
H -0.5027 1.8892 -2.6735
H 2.4968 -0.8318 -4.0546
H 2.2620 0.0631 -6.3320
H 2.8718 -1.5586 0.3373
H 3.7438 -3.8737 0.2441
H 1.5171 -4.5627 -3.3454
H 0.6491 -2.2606 -3.2468
H 1.8076 2.7682 -1.1321
H 3.8335 4.1732 -1.2044
H 6.2108 0.6791 -1.8450
H 4.1996 -0.7247 -1.7398
Br 2.3117 4.9038 2.1762
C 0.8801 4.5439 0.9957
C 0.2467 5.5784 0.3333
C -0.7993 5.2573 -0.5190
C -1.1419 3.9227 -0.6762
N -0.5192 2.9372 -0.0398
C 0.4659 3.2387 0.7968
H 0.5526 6.6031 0.4939
H -1.3378 6.0295 -1.0519
H -1.9555 3.6317 -1.3353
H 0.9283 2.4150 1.3265
Se -1.8799 5.7108 3.7499
N -1.2040 5.1891 5.3398
C -0.8042 3.9263 5.1710
C -0.2347 3.1090 6.1608
C 0.1413 1.8191 5.8083
C -0.0434 1.3699 4.5050
N -0.6001 2.0920 3.5284
C -0.9864 3.3475 3.8424
N -1.5765 4.1388 2.9408
H -0.0920 3.4931 7.1633
H 0.5826 1.1526 6.5396
H 0.3016 0.3802 4.2175
*
```

**LUMO energy (alpha / beta)**: 3.46 / 3.46 eV
**Frontier orbital gap (alpha / beta)**: 5.051 / 4.324 eV

For the records above, the corresponding energy relative to the best compared isomer or geometry (same formula, charge and spin) values read 0.00 0.00 0.00 363.40 222.58 238.13 14.38 774.64 kJ/mol.